2 unconnected molecules or ions with the total composition C8H15FN3O3 in a non-equilibrium geometry, computed with ωB97M-V/def2-TZVPD.

```
30
Properties=species:S:1:pos:R:3:forces:R:3
F -4.66682 0.43108 0.79120 -0.80 0.20 -0.37
O -1.74884 1.44008 -0.61345 2.88 0.79 -0.44
O -3.79834 1.58733 -1.49084 0.06 -0.21 -0.01
O 2.08022 -0.05699 -1.10558 -1.25 -0.23 -0.84
N -2.92998 1.29402 -0.40302 -1.62 -1.17 0.10
N -1.94782 -2.17618 -0.36023 3.75 2.94 1.14
N -0.03057 -0.79836 0.18751 2.28 0.99 -0.29
C -3.10843 -2.84987 -0.28399 -2.15 -3.87 -1.48
C 1.77683 1.34718 -0.97070 1.74 1.43 0.27
C 2.69225 -0.58479 0.02263 -0.10 1.48 3.74
C 1.96372 1.64422 0.53640 -0.85 0.70 1.39
C 1.93361 0.28042 1.26462 0.30 -0.48 -2.67
C -1.05423 -1.48689 -0.05802 -0.93 -0.81 -0.47
C 0.51470 -0.22987 1.47388 -1.18 -0.74 1.60
C -3.39844 0.76380 0.69787 -0.30 -0.21 0.37
H 0.67890 -0.42546 -0.59439 -1.16 -1.23 0.30
H 1.14145 2.26103 0.98206 0.62 -0.24 -0.70
H 0.71545 1.59030 -1.32631 1.81 -0.41 0.06
H 2.44094 -1.62154 0.07916 0.20 -0.73 -0.05
H -0.20234 0.57241 1.75872 0.68 -0.26 -0.09
H -3.92881 -2.31006 -0.79352 0.37 -0.63 0.06
H -2.85623 -3.92839 -0.71542 -1.27 2.15 0.63
H -2.87105 0.47320 1.65319 0.14 0.92 -1.79
H -3.23788 1.68556 -2.33565 -0.39 -0.26 2.16
H 2.34381 0.28727 2.26747 0.80 0.02 -0.24
H 2.90236 2.19193 0.75335 -0.44 -0.46 -0.26
H 0.55327 -0.94855 2.37966 -0.43 0.52 -1.89
H 3.77487 -0.38392 0.15921 -0.56 -0.19 -0.65
H -3.37239 -3.00351 0.75201 -0.12 0.03 0.34
H 2.68345 1.82811 -1.48239 -2.06 -0.03 0.08
```
Positions in Å, forces in eV/Å.

Its total charge is +1. As for the molecular weight: 220.224 g/mol. The HOMO-LUMO gap is 9.24 eV. Its multiplicity is 1. The strongest force on any atom is 4.903 eV/Å.

A gas-phase ion, C5H10N3 (charge +1) in a non-equilibrium geometry, computed with ωB97M-V/def2-TZVPD.

```
18
Properties=species:S:1:pos:R:3:forces:R:3
N 0.20506 -0.00108 -0.14963 0.01 -0.57 -0.09
N 0.69589 0.59623 -1.31174 -0.54 0.59 0.01
N 1.47127 -1.48963 -1.39486 -0.97 -0.43 0.17
C -1.31782 -0.07063 1.68961 1.28 -3.01 -1.80
C 1.36421 -0.26596 -1.96515 -0.62 -0.37 0.34
C 0.84028 -1.52844 -0.14845 -2.90 2.76 1.16
C -0.88257 2.09143 0.26162 1.57 -0.23 -1.19
C -0.69140 0.68156 0.57505 2.12 -2.72 -1.40
H -2.23867 0.34906 2.01496 -0.45 0.29 0.64
H 1.56545 -0.10904 -2.99230 0.97 0.32 -0.66
H 1.49517 -1.52801 0.67332 0.98 -0.23 1.16
H 2.22879 -2.10798 -1.39262 1.52 -0.65 -1.10
H 0.02554 -2.24776 0.00919 0.12 0.17 -0.36
H -0.95334 2.39774 1.28183 -0.02 1.73 0.46
H -1.50291 -1.06879 1.11280 -0.46 1.36 1.33
H 0.01917 2.38078 -0.38170 -1.28 0.24 1.46
H -1.74654 2.36086 -0.33315 -0.48 -0.21 0.18
H -0.57758 -0.44035 2.45124 -0.83 0.97 -0.31
```
Positions in Å, forces in eV/Å.

Its total charge is +1. As for the molecular weight: 112.156 g/mol. The HOMO-LUMO gap is 9.46 eV. Its multiplicity is 1. The strongest force on any atom is 4.162 eV/Å.

A single C4H7FN2O molecule in a non-equilibrium geometry, computed with ωB97M-V/def2-TZVPD.

```
15
Properties=species:S:1:pos:R:3:forces:R:3
F -2.65167 -0.45134 -0.71963 0.06 -0.60 -0.03
O 1.23638 1.72469 -0.35552 0.03 0.36 -0.08
N -0.14033 1.62615 -0.07477 0.70 2.12 -0.16
N 1.41665 -0.98604 -0.91474 0.35 0.40 -1.74
C 0.12166 -0.91003 -0.23765 0.14 2.06 0.96
C -2.06274 0.26946 0.29532 0.82 0.79 0.49
C -0.55603 0.46240 -0.00048 -1.46 -4.11 -0.22
C 1.41242 -1.14054 0.47697 0.00 0.53 1.49
H -2.57013 1.21856 0.28979 0.02 0.55 0.25
H 1.79949 -0.05761 -1.14985 -0.77 -0.70 -0.04
H -2.21578 -0.21169 1.28748 0.09 -0.05 -0.76
H 1.78268 -0.35283 1.13198 -0.02 0.01 -0.24
H 1.37136 2.66213 -0.57764 -0.27 -0.47 0.25
H -0.58154 -1.73803 -0.26323 0.23 0.14 -0.63
H 1.63760 -2.11528 0.81195 0.08 -1.03 0.48
```
Positions in Å, forces in eV/Å.

As for the molecular weight: 118.111 g/mol. The HOMO-LUMO gap is 10.19 eV. Its multiplicity is 1. The strongest force on any atom is 4.371 eV/Å.